Computed, not measured: a 17-piece molecular cluster, C6H48NO18 overall at a distorted geometry, with ωB97M-V with the def2-TZVPD basis set.

Positions of all 73 atoms, in Å:
C: 4.56175 0.21326 1.06037
H: -1.12025 3.27926 -0.50363
O: -0.42525 2.93126 0.06637
H: 1.26575 -4.11874 -1.58863
H: -5.51725 0.45626 -1.49063
H: 5.45475 -0.37974 1.02237
H: 0.08675 -4.17674 -0.20263
O: -3.50925 -0.42374 -1.26963
H: -1.20725 -4.46074 -1.07063
H: -3.43225 3.86926 -0.27063
C: -2.26525 0.24426 -0.98063
H: -6.83125 -0.77574 -4.09463
H: -1.09725 2.12326 -4.50363
H: -0.20325 3.29826 1.08437
O: -0.81525 -4.33774 -0.12463
O: -0.75125 1.12126 -4.80263
H: -0.12825 0.58026 0.69337
O: -0.48525 1.18326 2.41337
O: 4.58475 3.65626 2.95037
O: 3.69175 -3.25874 0.25337
H: -1.54825 -1.49074 3.04437
H: -1.88525 0.59826 -2.00563
H: -0.23725 2.18426 2.67437
H: 4.91575 0.76826 0.24437
H: 5.59875 3.37426 2.94237
H: 0.86375 -1.59774 0.99637
H: 2.87975 0.55526 4.10737
O: -2.76625 4.01026 -0.99563
C: 2.28375 0.18226 0.58137
H: 3.14675 -0.37774 3.04037
H: -1.10825 -1.67874 -0.85563
O: 3.01075 -0.41574 3.88437
H: -4.16925 1.44426 -1.43763
C: -4.44525 0.52926 -1.80263
O: 7.60675 0.95526 -0.73363
O: -5.93825 -0.92774 -4.43263
H: 3.09275 2.60226 3.43137
H: -1.66025 -1.01874 0.65637
O: -0.84625 -2.20474 2.96037
H: -7.18025 -0.88574 -0.39163
O: -7.09825 -1.68474 -0.14363
H: 1.65375 2.52226 3.19037
O: 0.91475 1.56526 -2.11063
H: -3.71825 -2.27874 -0.33563
H: -1.36325 0.58026 -4.44763
O: 1.68275 -4.64574 -0.99863
O: -4.18425 -2.90874 0.04137
H: 4.80475 4.34226 3.71537
H: 2.26175 0.98026 -0.24963
H: -4.75425 -3.15374 -0.65963
H: 0.15475 0.40826 -0.75363
C: -1.33825 -0.77474 -0.32363
C: 1.14175 -0.88974 0.34637
H: 1.13975 2.33926 -1.90963
H: 3.91275 -2.39774 0.65637
H: 3.58675 -3.83174 1.09037
H: 7.52075 0.83126 -1.65463
H: 4.65175 1.13226 1.70237
N: -0.02325 -0.11474 -0.07663
H: -1.35725 -2.95474 2.85937
H: 1.49875 -1.35674 -0.57663
H: -3.00825 3.92126 -1.87563
O: 3.33975 -0.51374 1.01337
H: 8.26175 0.39526 -0.31763
H: 0.85775 1.34926 -2.96063
O: 2.31975 2.33426 3.81337
H: -4.47325 0.61126 -2.88363
H: 1.83375 0.83226 1.31737
H: -5.96925 -0.37174 -5.21563
H: -6.72125 -1.66074 0.75737
H: 2.37575 -4.18574 -0.58063
H: -0.89225 0.98726 3.32437
H: -2.48325 0.96126 -0.30363

- E_tot (Eh) = -1665.9058
- HOMO-LUMO gap (eV) = 9.6
- relative energy (zero: lowest compared OMol25 entry of this formula, charge and spin) (kcal per mole) = 60.6
- E_HOMO (eV) = -12.8
- net charge = +1
- LUMO (eV) = -3.2

=====

Computed, not measured: a 2-piece molecular cluster, C6H15BN2 overall at a distorted geometry, with ωB97M-V with the def2-TZVPD basis set.

Positions of all 24 atoms, in Å:
H: -3.66422 2.17856 -1.74047
N: 1.22999 0.77313 0.62865
H: -2.13576 1.33480 -1.23976
H: 1.56955 2.32905 1.75433
H: 1.69887 -2.89762 -0.59024
C: -0.49382 -2.34358 -1.04029
C: -3.05347 1.72871 -0.92617
H: 1.06640 -2.88910 1.17294
N: 0.39540 -1.46184 -0.27879
C: 2.34610 1.07957 -0.22185
H: 2.56723 2.08721 -0.58793
H: -1.17827 -2.91357 -0.31510
H: 0.13862 1.27678 2.37428
C: 1.13743 1.39867 1.82371
H: -2.86214 1.36894 1.11039
H: -4.16999 2.54212 0.59644
H: -1.17673 -1.65982 -1.68066
H: 3.15663 0.95008 0.49606
H: 2.61560 0.29743 -0.89437
H: 2.33996 -1.71504 0.60571
H: 0.15422 -2.82944 -1.70883
C: -3.36375 1.85649 0.34343
C: 1.43592 -2.34293 0.29878
B: 0.24624 -0.14861 0.01972

- E_tot (Eh) = -371.7968
- HOMO-LUMO gap (alpha / beta) (eV) = 6.9 / 7.3
- relative energy (zero: lowest compared OMol25 entry of this formula, charge and spin) (kcal per mole) = 78.2
- E_HOMO (alpha / beta) (eV) = -6.4 / -6.5
- net charge = 0
- LUMO (alpha / beta) (eV) = 0.4 / 0.8